[1]
{
  "formula": "CH5N2Si",
  "method": "ωB97M-V/def2-TZVPD",
  "symbols": ["H", "Si", "N", "H", "N", "H", "H", "H", "C"],
  "coordinates": [[-0.089, -3.823, 0.566], [0.159, -0.109, 0.746], [0.381, -2.916, 0.227], [-1.243, 0.244, -1.096], [0.016, -1.841, 0.667], [-1.371, 1.737, -0.013], [0.774, 0.224, 2.015], [0.080, 1.350, -1.284], [-0.672, 1.091, -0.538]],
  "atomic_forces_ev_per_a": [[-0.158, 1.683, -0.008], [-0.415, -0.764, -1.143], [0.216, 0.206, 0.323], [0.319, 1.553, 0.719], [0.025, 0.382, -0.354], [0.374, 0.486, -0.484], [0.071, -0.032, 0.238], [-0.081, 0.888, 0.444], [-0.352, -4.403, 0.265]],
  "homo_lumo_gap_ha": [0.3109, 0.3108],
  "e_tot_ha": -439.7333,
  "spin_multiplicity": 1,
  "relative_energy_kcal_mol": 50.0,
  "lumo_ev": [-5.88, -5.88],
  "homo_energy_ev": [-14.34, -14.34],
  "total_charge": 1
}

***

[2]
{
  "formula": "C5H11N",
  "method": "ωB97M-V/def2-TZVPD",
  "symbols": ["H", "H", "H", "H", "H", "H", "H", "H", "C", "C", "H", "H", "C", "C", "N", "C", "H"],
  "coordinates": [[-2.034, -0.962, 1.198], [-1.958, 1.168, -2.138], [-2.022, 0.699, 1.172], [3.175, -0.264, 0.120], [1.200, -1.644, 0.326], [0.189, -0.117, -1.881], [2.043, 0.399, -1.170], [1.303, -0.490, 1.626], [-0.562, 0.081, -1.130], [-0.298, -0.157, 0.160], [2.175, 1.263, 0.299], [-0.849, -0.144, 2.233], [2.258, 0.262, -0.116], [1.126, -0.585, 0.553], [-1.863, 0.320, -1.617], [-1.307, -0.136, 1.251], [-2.575, 0.307, -0.886]],
  "atomic_forces_ev_per_a": [[0.507, -0.355, 0.056], [0.030, 0.377, -0.442], [0.533, 0.308, 0.141], [0.481, 0.460, -0.354], [0.413, -0.268, -0.108], [0.059, 0.373, -0.140], [0.528, -0.354, -0.264], [-0.383, -0.061, 0.059], [-0.674, -0.353, 0.856], [1.295, -0.073, -0.210], [0.475, 0.077, 0.269], [-0.039, 0.081, 0.103], [-1.686, -0.739, 0.507], [-0.161, 0.739, -0.449], [-0.377, -0.389, 0.483], [-1.416, 0.147, -0.179], [0.414, 0.031, -0.327]],
  "homo_lumo_gap_ha": 0.3323,
  "e_tot_ha": -251.8344,
  "spin_multiplicity": 1,
  "relative_energy_kcal_mol": 17.6,
  "lumo_ev": 1.07,
  "homo_energy_ev": -7.97
}

***

[3]
{
  "formula": "C27H36FN7O3",
  "method": "ωB97M-V/def2-TZVPD",
  "symbols": ["C", "H", "H", "F", "N", "N", "H", "N", "H", "C", "C", "N", "C", "H", "H", "C", "C", "C", "C", "H", "N", "C", "H", "C", "H", "C", "H", "H", "O", "H", "H", "H", "N", "H", "H", "H", "C", "H", "H", "H", "C", "C", "H", "C", "H", "O", "C", "H", "C", "H", "H", "C", "H", "C", "C", "N", "C", "H", "H", "H", "H", "H", "C", "H", "C", "C", "H", "C", "H", "C", "H", "O", "C", "H"],
  "coordinates": [[0.230, 2.587, -1.756], [3.476, 0.287, 0.305], [2.992, 2.983, -2.040], [5.710, -5.302, 0.003], [-1.257, -0.171, -0.475], [0.907, 0.490, 1.317], [1.211, 3.700, -3.348], [-2.046, -2.191, -0.757], [-6.758, -4.535, -1.800], [4.227, -3.833, -1.084], [0.358, -1.918, -0.859], [2.093, -0.168, -1.137], [-6.950, -4.128, -0.808], [-0.520, 3.462, -3.564], [0.054, 4.658, -2.409], [-2.271, 0.083, 3.011], [-2.069, 1.587, 3.182], [-3.031, -1.317, -0.560], [-0.923, 1.882, 2.222], [-0.492, -0.959, 3.732], [-0.979, -1.431, -0.692], [1.330, 3.712, 0.142], [3.774, 0.626, -2.095], [-6.642, -1.585, -0.353], [2.216, 0.871, -2.904], [4.351, -2.148, 1.115], [-2.967, 2.156, 2.948], [3.315, 2.311, -0.437], [-4.867, -2.876, -0.720], [0.825, 1.104, 0.507], [1.751, 5.350, -1.239], [5.694, -3.599, 1.956], [-2.534, -0.070, -0.386], [4.404, -1.492, 1.968], [-0.463, 2.852, 2.399], [-1.768, 1.815, 4.206], [-0.856, -0.481, 2.825], [-6.626, -4.866, -0.076], [1.769, 3.355, 1.083], [-2.870, -0.094, 2.117], [0.044, 0.724, 2.462], [-5.490, -0.776, -0.284], [1.948, 5.742, 0.467], [-4.428, -1.613, -0.517], [4.200, -4.493, -1.936], [0.680, -0.638, -2.829], [0.254, 3.677, -2.831], [0.225, 1.615, -2.247], [5.075, -3.325, 1.117], [-7.657, -1.272, -0.222], [0.292, -2.853, -1.422], [3.497, -2.657, -1.066], [-0.829, -1.231, 2.037], [2.098, 4.969, -0.284], [5.000, -4.156, 0.015], [1.311, 2.581, -0.777], [2.631, 2.261, -1.291], [-0.704, 2.661, -1.193], [-1.286, 1.831, 1.195], [-8.015, -3.953, -0.694], [0.692, 0.943, 3.320], [-2.784, -0.368, 3.859], [1.080, -0.860, -1.702], [0.819, -2.111, 0.110], [-6.208, -2.855, -0.621], [2.757, -0.516, 0.101], [3.165, 4.774, -0.357], [3.543, -1.810, 0.033], [2.904, -2.405, -1.932], [1.823, -0.481, 1.353], [0.291, 3.981, 0.338], [1.985, -1.241, 2.286], [2.718, 0.872, -1.936], [-5.433, 0.276, -0.093]],
  "atomic_forces_ev_per_a": [[-0.096, 0.068, -0.204], [-0.125, -0.058, -0.086], [0.073, -0.030, 0.102], [-0.055, 0.084, 0.017], [0.687, 0.333, -0.133], [-0.019, 0.106, 0.236], [0.095, 0.067, -0.106], [-0.611, -0.412, -0.015], [-0.054, -0.065, -0.056], [0.196, -0.276, 0.134], [0.590, -0.069, -0.101], [0.286, 0.268, 0.018], [0.392, 0.048, -0.020], [-0.073, 0.011, -0.112], [0.009, 0.117, -0.023], [-0.082, -0.035, 0.102], [-0.045, -0.032, -0.149], [1.121, -0.369, -0.072], [0.095, 0.056, 0.193], [0.030, -0.042, -0.024], [-0.805, 0.158, 0.125], [0.106, 0.139, 0.050], [-0.049, 0.016, -0.036], [0.055, -0.708, -0.133], [0.156, -0.012, 0.116], [0.040, -0.123, -0.141], [-0.034, 0.086, 0.063], [0.054, 0.072, -0.051], [0.359, -0.259, -0.080], [0.183, -0.028, -0.071], [-0.001, 0.083, -0.103], [0.078, -0.050, 0.078], [-0.711, 0.177, -0.006], [0.001, 0.040, 0.087], [0.045, 0.080, -0.085], [-0.005, 0.064, 0.063], [-0.028, -0.061, 0.054], [-0.048, -0.082, 0.037], [-0.105, 0.045, 0.043], [-0.040, -0.012, 0.050], [0.075, -0.181, 0.161], [0.897, -0.412, -0.140], [0.031, 0.102, 0.065], [-1.034, 0.863, 0.232], [0.020, -0.091, -0.072], [-0.170, -0.198, -0.144], [0.019, -0.161, 0.257], [-0.096, -0.015, 0.040], [0.072, -0.091, -0.078], [-0.236, -0.019, 0.013], [0.061, 0.217, 0.066], [0.005, 0.194, 0.181], [0.059, -0.088, -0.023], [-0.145, -0.255, 0.012], [-0.120, 0.114, -0.131], [0.120, 0.034, -0.112], [-0.075, -0.203, 0.022], [-0.007, -0.094, -0.034], [-0.038, 0.077, -0.108], [-0.040, 0.012, 0.006], [-0.111, 0.019, -0.055], [-0.076, -0.037, -0.006], [-0.151, -0.141, -0.031], [-0.120, -0.095, -0.080], [-0.944, 0.473, 0.160], [-0.013, -0.312, 0.410], [0.112, 0.030, -0.018], [0.043, 0.082, -0.016], [-0.001, 0.001, -0.108], [0.146, 0.507, -0.500], [-0.010, -0.055, 0.099], [-0.006, -0.241, 0.367], [-0.020, 0.338, -0.231], [0.083, 0.235, 0.035]],
  "homo_lumo_gap_ha": 0.3232,
  "e_tot_ha": -1759.3310,
  "spin_multiplicity": 1,
  "relative_energy_kcal_mol": 0.0,
  "lumo_ev": 0.61,
  "homo_energy_ev": -8.19
}